1.
{
  "formula": "C34H61F4N5O26PS6",
  "method": "ωB97M-V/def2-TZVPD",
  "energy_ev": -182085.3225,
  "lumo_energy_ev": -2.76,
  "charge": 1,
  "max_force_ev_per_a": 2.52,
  "species": ["C", "C", "C", "P", "C", "C", "C", "N", "C", "C", "C", "C", "C", "N", "C", "N", "F", "C", "C", "C", "F", "F", "F", "N", "C", "C", "C", "C", "O", "O", "C", "N", "C", "C", "H", "H", "H", "H", "H", "H", "H", "H", "H", "H", "H", "H", "H", "H", "H", "H", "H", "H", "H", "H", "H", "H", "H", "H", "H", "H", "H", "H", "H", "H", "H", "H", "H", "H", "H", "H", "H", "C", "C", "O", "S", "O", "O", "O", "H", "H", "H", "H", "C", "C", "O", "S", "O", "O", "O", "H", "H", "H", "H", "C", "C", "O", "S", "O", "O", "O", "H", "H", "H", "H", "C", "C", "O", "S", "O", "O", "O", "H", "H", "H", "H", "C", "C", "O", "S", "O", "O", "O", "H", "H", "H", "H", "C", "C", "O", "S", "O", "O", "O", "H", "H", "H", "H"],
  "xyz": [[-1.17694, 0.31126, 1.73145], [-0.58282, 0.10836, 0.72016], [0.24343, 0.06546, -0.47404], [1.14544, -1.64104, -0.39070], [2.71571, -1.48865, 0.55854], [0.08787, -2.66904, 0.72664], [0.54731, -4.14953, 0.60909], [-0.44139, 0.02180, -1.77795], [-1.84471, -0.42194, -1.86038], [-2.88360, 0.61942, -1.44709], [-4.18967, -0.12867, -1.10322], [-5.44569, 0.69886, -1.37636], [-6.73761, -0.17497, -1.33161], [-6.53154, -1.47179, -0.65163], [0.00006, 1.04217, -2.55041], [0.06553, 1.01283, -3.85431], [0.55954, 2.11451, -4.46174], [-0.31934, -0.11420, -4.69708], [0.61243, -1.30911, -4.38598], [-0.04780, -2.66827, -4.55172], [-1.20742, -2.77043, -3.88632], [0.81202, -3.61767, -4.12200], [-0.23662, -2.91049, -5.87437], [0.44296, 2.10380, -1.76167], [-0.54900, 3.15974, -1.44388], [0.04972, 4.54408, -1.76544], [0.60596, 5.29979, -0.54544], [-0.37028, 5.40697, 0.60368], [-1.55405, 5.40314, 0.42724], [0.18039, 5.50070, 1.85960], [1.12542, 1.37534, -0.67466], [1.41020, 2.10608, 0.53205], [2.51813, 1.09992, -1.27033], [3.67298, 1.25233, -0.62484], [-1.70350, 0.34671, 2.65898], [2.99249, -2.49211, 0.89020], [3.47161, -1.17647, -0.15460], [2.64809, -0.80137, 1.39673], [0.26182, -2.37551, 1.76286], [-0.96560, -2.63246, 0.44971], [1.63132, -4.23114, 0.68090], [0.19989, -4.53156, -0.35194], [0.04915, -4.71286, 1.39884], [-1.96437, -1.31579, -1.24630], [-2.10087, -0.74242, -2.86986], [-3.05568, 1.38440, -2.21072], [-2.60523, 1.15209, -0.53456], [-4.18293, -0.49610, -0.07781], [-4.22822, -1.02537, -1.73704], [-5.53967, 1.51194, -0.65375], [-5.39016, 1.09419, -2.39444], [-7.12154, -0.35438, -2.33986], [-7.47892, 0.36494, -0.73869], [-6.30368, -2.19740, -1.32171], [-7.42606, -1.76261, -0.27234], [-1.38381, -0.33614, -4.66147], [-0.11116, 0.20035, -5.72001], [1.04089, -1.29030, -3.38169], [1.43915, -1.27737, -5.09583], [-1.40546, 3.04567, -2.11260], [-0.92359, 3.09647, -0.42233], [-0.69640, 5.18693, -2.23470], [0.88201, 4.43818, -2.46166], [1.58339, 4.91726, -0.24431], [0.80038, 6.32681, -0.87864], [0.50672, 4.60992, 2.05012], [0.58788, 2.58134, 0.88667], [1.72981, 1.47820, 1.26050], [2.58252, 0.73111, -2.29875], [3.85497, 1.98246, 0.15375], [4.52175, 0.63954, -0.92654], [6.19304, -2.54305, 4.00116], [6.45216, -1.23915, 4.72398], [6.64938, -0.28239, 3.67220], [5.74634, -0.67812, 2.41465], [4.54956, 0.08678, 2.46066], [6.56593, -0.72111, 1.26168], [5.39884, -2.17527, 2.86455], [7.12046, -2.99186, 3.64016], [5.65902, -3.26044, 4.61764], [7.32644, -1.28205, 5.36694], [5.58406, -0.92894, 5.31002], [0.18108, -7.60190, -3.87242], [-0.08821, -6.45508, -2.92277], [-0.24279, -7.07749, -1.64210], [0.70001, -8.37401, -1.55890], [1.90029, -8.02084, -0.89107], [-0.09054, -9.47378, -1.14984], [1.01376, -8.49844, -3.12637], [-0.73906, -8.12680, -4.13668], [0.68662, -7.28165, -4.77954], [-0.98313, -5.89525, -3.18227], [0.76331, -5.77456, -2.86954], [6.27015, 2.31895, -4.99100], [6.68683, 0.92793, -5.41720], [7.36535, 0.39416, -4.27520], [6.71190, 0.97804, -2.93492], [5.77162, 0.04037, -2.43193], [7.73836, 1.52347, -2.13191], [5.88840, 2.17706, -3.61634], [7.10516, 3.01978, -5.04411], [5.43877, 2.70287, -5.57626], [7.34462, 0.93312, -6.28150], [5.81951, 0.29654, -5.62467], [-9.40525, 4.12294, 1.07559], [-8.37815, 3.71404, 0.04183], [-8.71657, 2.35755, -0.28194], [-10.30965, 2.16404, -0.17131], [-10.87502, 2.28248, -1.46428], [-10.55947, 1.04787, 0.66391], [-10.62333, 3.50884, 0.63924], [-9.15684, 3.72845, 2.06284], [-9.52755, 5.20075, 1.13738], [-7.35989, 3.77283, 0.41654], [-8.46615, 4.31325, -0.86689], [1.30750, -5.13717, 4.64701], [2.81485, -5.09672, 4.53441], [3.09765, -3.78555, 4.01631], [2.00871, -2.74709, 4.56724], [2.54429, -2.06621, 5.68869], [1.46061, -2.04799, 3.45899], [0.94259, -3.81912, 5.08556], [0.83984, -5.31778, 3.67751], [0.96200, -5.88116, 5.35908], [3.20598, -5.86139, 3.86910], [3.29123, -5.18695, 5.51300], [-0.85774, 4.87132, 6.57982], [-0.54815, 6.22108, 7.19028], [-0.42986, 7.10110, 6.06759], [-1.42701, 6.62870, 4.89993], [-2.61976, 7.39030, 4.97761], [-0.68740, 6.50172, 3.69353], [-1.73297, 5.15929, 5.48317], [0.04357, 4.39698, 6.18489], [-1.34262, 4.19843, 7.28217], [0.37125, 6.21805, 7.76898], [-1.37048, 6.57383, 7.81638]],
  "forces_ev_per_a": [[-0.6311, -0.2451, 1.1733], [0.2374, 0.9816, -1.4489], [0.5377, -0.5679, 0.3864], [0.3410, -0.5962, -0.9636], [-0.5070, 0.0253, -0.2590], [0.7154, -0.4808, 0.2851], [-0.5498, 0.8250, -0.3484], [-0.8241, -0.3620, -0.8547], [-0.3543, -0.2008, -0.2005], [-0.4688, -0.0382, 0.9559], [0.0605, 0.1669, -0.8438], [-0.4077, -0.8712, -0.1397], [0.2559, -0.2203, 0.5088], [-0.3470, 0.0257, 0.0396], [-0.5440, 0.9411, 2.2681], [-0.9048, -0.4170, 0.3699], [-0.1781, 0.0239, -0.1633], [0.9363, -0.1839, -0.7007], [-0.1753, -0.1573, -0.0475], [1.3362, 0.5016, -0.5793], [0.1978, -0.3126, -0.3450], [-0.6510, 0.1033, 0.0842], [-0.6389, -0.0857, 0.5673], [0.5443, -0.0258, -0.1387], [0.2084, 0.7858, -1.2870], [0.0500, 0.4256, 0.7370], [0.2969, 0.2006, -0.4601], [0.1317, -0.3003, -0.1777], [-0.1067, 0.1602, 0.1198], [0.0860, -0.8848, -1.5125], [2.2617, 0.4601, 0.0734], [-1.0465, 0.8940, -0.1721], [-0.1350, -0.7231, 0.2813], [0.2434, 0.1442, -0.3102], [0.0380, 0.0777, -0.0736], [-0.1907, 0.0693, 0.2095], [0.0565, 0.0495, 0.1993], [0.1710, -0.1547, 0.0900], [-0.4856, 0.2717, -0.2107], [0.0160, 0.2986, 0.1167], [-0.0545, -0.2505, 0.0567], [0.2717, -0.2669, 0.0465], [0.2034, -0.1505, -0.0269], [0.2675, 0.0900, 0.0938], [0.2432, -0.0753, 0.0186], [0.0800, -0.2136, -0.1834], [0.3606, 0.0198, -0.1909], [0.1149, 0.0568, -0.0165], [-0.1093, 0.0213, 0.0558], [0.1410, 0.1016, -0.1448], [0.1404, 0.3570, 0.1874], [-0.0479, 0.3648, 0.0006], [-0.0428, -0.1044, -0.3814], [0.1368, 0.0766, -0.0154], [0.0940, -0.0027, 0.1457], [0.0197, 0.1251, 0.3446], [-0.1343, 0.1792, 0.0908], [-0.2387, 0.1068, 0.0583], [0.0346, -0.1487, 0.1060], [-0.0542, -0.2615, 0.1859], [0.0259, -0.2141, -0.0380], [-0.1175, -0.1960, 0.0338], [-0.1747, -0.1804, -0.1225], [-0.1826, -0.1395, 0.2380], [0.0236, -0.0021, 0.1898], [0.4237, 0.2632, 0.2739], [-0.1308, -0.3071, 0.0908], [0.1071, -0.0460, -0.0854], [-0.3211, -0.7804, 0.3374], [-0.4560, -0.6215, 0.6364], [-0.0270, 0.8925, -0.4019], [0.4798, -0.1912, 0.0363], [-0.4308, 0.0031, 0.3477], [0.1328, -0.2893, -0.2571], [0.2404, -0.1557, 0.4716], [-0.0521, 0.0864, -0.2176], [-0.1242, 0.2343, -0.1816], [-0.1707, 0.2931, 0.1586], [0.0018, 0.0148, 0.0136], [-0.2187, 0.0511, -0.1451], [0.1306, 0.1612, -0.1791], [0.0031, -0.0522, 0.0113], [-0.4486, -0.1009, -0.1422], [0.4062, 0.3023, -0.0922], [-0.1842, -0.2865, -0.1511], [-0.0458, 0.1648, -0.3008], [0.0710, -0.1393, 0.0883], [0.0152, -0.0200, 0.2027], [0.0976, 0.2840, 0.2198], [-0.0028, 0.0232, -0.0019], [0.2096, -0.1209, 0.0841], [-0.1089, -0.0982, 0.1981], [-0.0108, 0.0035, -0.0490], [0.3810, 0.2624, -0.1534], [-0.4263, -0.1580, -0.1572], [0.0931, 0.2860, 0.1470], [0.0784, 0.2511, -0.5014], [0.1351, -0.1581, -0.0295], [0.0303, -0.1934, 0.2086], [-0.1414, -0.3655, -0.0751], [-0.0006, -0.0144, -0.0329], [-0.1327, -0.0106, 0.1960], [0.1951, -0.0784, 0.1566], [-0.0018, 0.0313, -0.0424], [0.2508, -0.0878, 0.4107], [-0.0605, 0.3629, -0.3379], [-0.1170, 0.0540, 0.3776], [0.0972, 0.3170, 0.1222], [-0.1473, -0.1324, -0.0155], [0.0197, -0.1933, -0.1392], [0.1421, -0.0192, -0.3361], [0.0261, 0.0179, -0.0087], [-0.2198, -0.0272, -0.0969], [0.0051, -0.2499, 0.0068], [0.0070, 0.0362, 0.0333], [-0.1046, -0.2407, -0.4068], [0.1093, -0.1732, 0.4504], [-0.3432, 0.0172, -0.1825], [0.0241, -0.5283, 0.0216], [-0.0360, 0.2412, -0.0193], [0.2025, 0.2342, 0.2031], [0.3077, 0.1052, 0.1140], [0.0235, -0.0219, 0.0026], [-0.0761, 0.1919, 0.1511], [0.0575, 0.2001, -0.1821], [-0.0309, -0.0363, -0.0002], [0.3903, -0.1603, -0.0283], [-0.3790, 0.0523, 0.3280], [0.1199, -0.3203, -0.2573], [0.1669, 0.0176, 0.2031], [-0.1011, -0.0523, -0.1665], [-0.5878, 0.6968, 1.2024], [-0.0572, 0.2532, 0.1402], [0.0147, 0.0106, 0.0435], [-0.1942, 0.0205, -0.1260], [0.1051, 0.1472, -0.1797], [0.0121, -0.0509, 0.0294]],
  "mulliken_charge": [-0.125, -2.299, 2.329, -0.060, -1.439, 0.175, -1.388, 1.410, -1.808, 0.477, -1.005, -0.564, -0.015, -0.646, -2.049, 0.879, -0.223, -1.216, 0.662, 0.472, -0.209, -0.252, -0.313, 0.792, -0.038, -1.210, -0.372, 0.324, -0.527, -0.402, 0.414, -0.224, -0.782, -0.755, 0.790, 0.751, 0.338, 0.208, -0.039, 0.512, 0.272, 0.310, 0.352, 0.382, 0.506, 0.380, 0.026, 0.265, 0.424, 0.158, 0.347, 0.314, -0.093, 0.213, 0.260, 0.517, 0.400, -0.551, 0.691, 0.133, 0.522, 0.440, 0.347, 0.258, 0.492, 0.325, 0.337, 0.231, 0.036, 0.240, 0.064, -0.229, -0.390, -0.353, 1.330, -0.526, -0.630, -0.248, 0.302, 0.188, 0.327, 0.277, -0.324, -0.223, -0.297, 1.094, -0.546, -0.530, -0.329, 0.317, 0.293, 0.330, 0.220, -0.322, -0.332, -0.331, 1.186, -0.498, -0.606, -0.297, 0.275, 0.320, 0.322, 0.239, -0.385, -0.344, -0.252, 1.086, -0.550, -0.536, -0.301, 0.291, 0.327, 0.324, 0.294, -0.154, -0.398, -0.302, 0.933, -0.625, -0.331, -0.336, 0.054, 0.348, 0.394, 0.322, -0.275, -0.366, -0.318, 1.032, -0.577, -0.377, -0.327, 0.257, 0.306, 0.310, 0.299]
}

2.
{
  "formula": "H30N4O19S3Zn",
  "method": "ωB97M-V/def2-TZVPD",
  "energy_ev": -126273.0348,
  "relative_energy_kcal_mol": 0.0,
  "lumo_energy_ev": -3.41,
  "charge": 0,
  "max_force_ev_per_a": 4.28,
  "species": ["Zn", "N", "H", "H", "H", "H", "N", "H", "H", "H", "H", "N", "H", "H", "H", "H", "N", "H", "H", "H", "H", "S", "O", "O", "O", "O", "S", "O", "O", "O", "O", "S", "O", "O", "O", "O", "O", "H", "H", "O", "H", "H", "O", "H", "H", "O", "H", "H", "O", "H", "H", "O", "H", "H", "O", "H", "H"],
  "xyz": [[0.57475, 1.93680, -1.67474], [-3.46889, -0.88490, -1.26897], [-3.18717, -0.35093, -2.09255], [-2.65115, -0.86544, -0.58053], [-3.50043, -1.88470, -1.44910], [-4.33604, -0.46569, -0.94202], [-1.22564, -3.80678, 0.66388], [-2.19979, -3.91759, 0.38476], [-1.15435, -4.05892, 1.65142], [-1.04654, -2.79831, 0.48106], [-0.60254, -4.41049, 0.13333], [0.91901, -2.74162, -2.08178], [1.32303, -1.93343, -2.72130], [0.99177, -2.36181, -1.13078], [1.59354, -3.47719, -2.28050], [0.01493, -2.98533, -2.46657], [-2.49942, 1.78668, 2.56446], [-2.10859, 0.86090, 2.36899], [-3.47588, 1.68253, 2.28761], [-2.00676, 2.42497, 1.89033], [-2.56410, 2.00130, 3.55571], [-1.07334, 4.37410, 0.15661], [-1.65500, 5.40494, -0.70907], [-0.46708, 3.32080, -0.72837], [-0.09037, 4.96868, 1.05742], [-2.18521, 3.77615, 0.96424], [2.24843, 0.08131, -3.96943], [1.51514, 0.14540, -5.22962], [3.63239, 0.47950, -4.15496], [1.61971, 0.94878, -2.94903], [2.22814, -1.35226, -3.55134], [-0.09556, -0.45778, 0.58752], [-1.50486, -0.92615, 0.51398], [0.78156, -1.62092, 0.48297], [0.16779, 0.39886, -0.58797], [0.13061, 0.30399, 1.80293], [1.52966, -4.21791, 1.39402], [1.50277, -3.25118, 1.26440], [1.37015, -4.58629, 0.52117], [0.46545, 3.73131, 3.44276], [0.79164, 2.85065, 3.28957], [0.29346, 4.08834, 2.53894], [-1.12667, 1.50511, -2.91020], [-1.64813, 0.71248, -3.03791], [-1.76511, 2.23502, -2.93570], [3.24816, -2.00299, -0.45377], [2.42529, -1.64330, -0.08383], [3.87539, -1.98816, 0.27655], [-0.03282, -0.82062, 4.27729], [-0.63658, -1.52513, 4.02968], [0.09185, -0.29785, 3.45810], [2.20020, 2.76225, -0.83889], [2.90968, 3.36170, -1.08541], [2.52771, 2.29495, -0.04377], [2.67454, 1.13236, 1.65952], [2.85747, 1.38513, 2.57123], [1.80384, 0.67867, 1.68760]],
  "forces_ev_per_a": [[0.3911, 1.1125, -0.4257], [0.8100, 0.0222, -0.1818], [0.0346, -0.2801, -0.0737], [0.3224, 0.9946, 0.7214], [-0.8560, 0.1356, -0.6101], [-0.0495, -0.3341, 0.3288], [-0.9849, 0.0836, -0.1313], [0.0436, -0.5392, -0.0341], [0.4276, 0.2949, 0.0319], [0.6295, 0.3014, 0.5354], [-0.0120, 0.0716, -0.0014], [-0.4341, -1.1557, 0.3662], [1.6821, 1.5472, -1.7260], [-0.4359, -0.3418, -0.0472], [0.0958, 0.1097, 0.2130], [-0.1008, 0.0152, 0.3665], [-1.1825, -2.2663, 0.0171], [0.4156, 0.0404, 0.7055], [0.1000, 0.6307, -0.4041], [-0.1004, 2.3078, -0.4780], [0.9852, 0.3304, -0.0172], [-1.0640, 3.0021, -1.1802], [0.2125, -0.8060, 0.1389], [-0.1218, -1.0499, -0.0694], [0.6570, -0.8996, 0.2982], [0.1207, -1.8873, 0.4482], [1.9290, 0.8551, -3.6748], [-0.8990, 0.2419, 0.3282], [-0.1092, -0.0022, 0.6561], [-0.8406, 0.1400, 1.1954], [-0.9456, -1.3577, 1.7612], [1.5674, 3.3422, -2.1698], [-1.8329, -1.3560, 0.0846], [-0.3128, -1.4587, 0.6780], [-0.9285, -2.0700, 1.5038], [-0.7705, -0.3697, 0.4418], [-0.7757, 0.0999, 0.1400], [0.2552, -0.2161, 0.0008], [0.7320, -0.0269, -0.1391], [-0.3854, 0.0687, 0.0561], [0.2888, -0.4377, -0.1093], [-0.0215, 0.3623, -0.0091], [-1.0446, 0.4500, -0.1264], [0.4837, -0.1856, -0.3760], [0.2697, 0.2025, 0.1196], [-0.2506, -0.3585, 0.1237], [0.7563, 0.2828, 0.0012], [0.0504, 0.0911, -0.1040], [-0.0938, 0.2427, -0.1276], [0.0380, -0.0263, 0.0379], [-0.0156, -0.4067, 0.3693], [1.0553, -0.0847, 1.0523], [-0.1481, 0.0240, -0.3643], [-0.1899, 0.1101, -0.0882], [-0.1952, -0.2837, -0.1419], [0.0435, 0.0755, -0.1265], [0.7048, 0.6122, 0.2159]],
  "nbo_charge": [1.780, -0.895, 0.443, 0.490, 0.423, 0.451, -0.880, 0.415, 0.468, 0.491, 0.445, -0.980, 0.478, 0.445, 0.435, 0.379, -0.883, 0.424, 0.404, 0.503, 0.443, 2.616, -1.038, -1.217, -1.043, -1.114, 2.630, -1.058, -1.023, -1.209, -1.064, 2.673, -1.141, -1.115, -1.117, -1.038, -0.943, 0.505, 0.441, -0.988, 0.440, 0.513, -0.935, 0.453, 0.509, -0.961, 0.472, 0.478, -0.955, 0.442, 0.493, -1.010, 0.515, 0.526, -0.981, 0.480, 0.483]
}

Number 1 is which compound?
C34H61F4N5O26PS6